(1)
The following is a DFT calculation (ωB97M-V/def2-TZVPD) of a molecular structure, C25H36Br2GeN5Y.

Geometry as XYZ:
```
70
C25H36Br2GeN5Y | OMol25 | ωB97M-V/def2-TZVPD
Y 1.33835 -0.42127 1.92277
C -0.89171 0.54715 4.15451
N 0.31692 -0.33378 4.14757
C 1.32539 0.06424 5.18300
C 2.72073 -0.11759 4.67534
N 3.02052 -0.21259 3.37116
C 4.43314 -0.21171 3.30026
C 5.29507 -0.23806 2.20776
C 6.64921 -0.21474 2.47748
C 7.13901 -0.16605 3.79349
C 6.29204 -0.12546 4.88228
C 4.93327 -0.14504 4.59655
N 3.80950 -0.09119 5.42874
C -0.80266 1.54865 3.04330
N 0.00625 1.39777 1.98314
C -0.24884 2.50796 1.14772
C 0.31744 2.88076 -0.06829
C -0.14178 4.05172 -0.63887
C -1.13334 4.83398 -0.02239
C -1.69481 4.47543 1.18665
C -1.22449 3.29585 1.74930
N -1.54004 2.64635 2.94731
H -1.00865 1.04323 5.11963
H -1.78098 -0.07166 4.01401
H -0.01004 -1.26170 4.40955
H 1.16388 -0.49538 6.10570
H 1.18483 1.12197 5.41772
H 4.94432 -0.23560 1.18127
H 7.35537 -0.22170 1.65853
H 8.20816 -0.14755 3.95434
H 6.67045 -0.07276 5.89423
H 3.83118 -0.01530 6.43830
H 1.10756 2.31091 -0.54686
H 0.28041 4.38937 -1.57557
H -1.45478 5.74761 -0.50349
H -2.44833 5.08607 1.66566
H -2.21067 2.97161 3.63272
Br 0.05842 -3.06644 1.83164
C 1.68781 -3.91087 1.14836
Br 2.97187 -2.57150 0.57625
H 1.40072 -4.50539 0.28903
H 2.12453 -4.49164 1.95307
C -3.68098 -1.50561 -6.50496
C -2.79312 -2.34968 -5.59950
C -1.31641 -1.98763 -5.74271
C -0.36857 -2.80038 -4.79710
Ge -0.46612 -1.28694 -3.66212
C -1.88221 -0.69994 -2.48973
C -2.68606 0.46234 -3.11091
C -3.84594 0.88945 -2.21119
C -4.94332 -0.16299 -2.09445
H -4.73064 -1.74879 -6.35205
H -3.45118 -1.68772 -7.55469
H -3.55151 -0.43625 -6.32023
H -2.89908 -3.40783 -5.84653
H -3.11115 -2.25376 -4.55414
H -1.19869 -0.86432 -5.63425
H -0.96613 -2.12381 -6.76890
H 0.63446 -2.94689 -5.18558
H -0.80748 -3.74254 -4.48882
H 0.53253 -0.17085 -3.98439
H -1.39164 -0.33961 -1.57571
H -2.53190 -1.53747 -2.23895
H -3.08462 0.15543 -4.08085
H -2.02047 1.30984 -3.29646
H -4.26548 1.80953 -2.62054
H -3.45583 1.14702 -1.21860
H -5.25951 -0.50675 -3.08120
H -5.82298 0.24669 -1.60128
H -4.63122 -1.03622 -1.51703
```

Properties
Energy relative to the best compared isomer or geometry (same formula, charge and spin)   1.196 eV
HOMO energy   -18.95 eV
Spin multiplicity   1
DFT total energy   -231568.04132 eV
Orbital gap   7.03 eV
Charge   +4
LUMO energy   -11.917 eV

Atom charges from the natural (NBO) analysis, given in e for atoms 1 to 2: number 1, Y, carries 2.113; number 2, C, carries -0.282

(2)
The following is a DFT calculation (ωB97M-V/def2-TZVPD) of a molecular structure, C29H21BrN4O2RuS2 in a non-equilibrium geometry.

Geometry as XYZ:
```
60
C29H21BrN4O2RuS2 | OMol25 | ωB97M-V/def2-TZVPD
Ru -7.56899 -15.75978 -7.55099
S -11.40801 -16.65114 -9.80630
C -11.61052 -15.20599 -8.94912
C -10.57291 -14.82624 -8.18081
C -9.47492 -15.71947 -8.25498
C -9.76788 -16.82376 -9.04731
C -8.69563 -17.64305 -9.42774
C -8.79294 -18.79668 -10.19616
C -7.67039 -19.57536 -10.49811
C -6.42874 -19.10210 -10.00517
C -6.35266 -17.85703 -9.34021
N -7.42419 -17.15126 -9.06554
H -12.54940 -14.62633 -9.04527
H -10.52601 -13.89591 -7.65354
H -9.81904 -19.12939 -10.40413
H -7.65245 -20.55534 -11.04651
H -5.54145 -19.67791 -10.16662
H -5.38762 -17.44435 -9.08701
O -6.11280 -13.40080 -8.92896
S -4.93580 -13.69280 -8.12460
O -4.47229 -12.69238 -7.17797
N -5.52466 -15.11666 -7.31458
C -4.79069 -15.62712 -6.29066
C -3.52762 -15.19917 -5.86558
C -2.71152 -16.06141 -5.06137
C -3.22605 -17.22678 -4.54373
C -4.57598 -17.64333 -4.89337
C -5.03065 -18.90698 -4.54682
C -6.30695 -19.28230 -4.99835
C -7.05493 -18.38331 -5.77547
N -6.64540 -17.15169 -6.22960
C -5.44887 -16.78069 -5.70940
C -3.58468 -14.30184 -9.03679
C -3.91684 -14.99585 -10.18146
C -2.83844 -15.50945 -10.94239
C -1.53505 -15.05601 -10.72898
C -1.24206 -14.33183 -9.54997
C -2.29037 -13.92541 -8.71522
H -3.24645 -14.15734 -6.16757
H -1.68109 -15.86015 -4.88725
H -2.68294 -17.87755 -3.83891
H -4.44222 -19.55919 -3.88082
H -6.66040 -20.30791 -4.83201
H -8.07182 -18.68894 -6.15461
H -4.95995 -15.28804 -10.45232
H -3.09036 -16.25028 -11.73845
H -0.70676 -15.25992 -11.40911
H -0.23339 -14.10837 -9.23156
H -2.09891 -13.29780 -7.86568
Br -11.85096 -14.92728 -4.20941
C -10.27159 -14.13309 -4.89336
C -9.92637 -12.81388 -4.75158
C -8.59712 -12.48025 -5.06305
C -7.68069 -13.46113 -5.48263
N -8.10024 -14.70747 -5.84759
C -9.33952 -15.02441 -5.42495
H -10.53109 -12.04504 -4.24022
H -8.23688 -11.45861 -5.11295
H -6.57242 -13.31659 -5.56022
H -9.58512 -16.10257 -5.46729
```

Properties
HOMO energy (alpha / beta)   -13.72 / -13.73 eV
Spin multiplicity   5
DFT total energy   -134746.09275 eV
Orbital gap (alpha / beta)   7.13 / 5.33 eV
Charge   +2
LUMO energy (alpha / beta)   -6.593 / -8.406 eV

Atom charges from the natural (NBO) analysis, given in e for atoms 1 to 2: number 1, Ru, carries 1.252; number 2, S, carries 0.512

(3)
The following is a DFT calculation (ωB97M-V/def2-TZVPD) of 2 unconnected molecules or ions with the total composition C3H3BrF2 in a non-equilibrium geometry.

Geometry as XYZ:
```
9
C3H3BrF2 | OMol25 | ωB97M-V/def2-TZVPD
C 1.15066 0.06226 -1.95510
C 0.77728 1.08220 -1.42655
C -1.56060 -0.96787 1.26888
F -1.70140 0.39752 1.03228
F -2.05690 -1.14281 2.50970
Br 0.83228 -0.77638 1.56404
H 1.43361 -0.79797 -2.38710
H 0.55356 0.03204 0.44621
H 0.57151 2.11101 -1.05236
```

Properties
Energy relative to the best compared isomer or geometry (same formula, charge and spin)   4.638 eV
HOMO energy   -9.62 eV
Spin multiplicity   1
DFT total energy   -78631.71347 eV
Orbital gap   9.99 eV
Charge   0
LUMO energy   0.377 eV

Atom charges from the natural (NBO) analysis, given in e for atoms 1 to 2: number 1, C, carries -0.183; number 2, C, carries -0.278

(4)
The following is a DFT calculation (ωB97M-V/def2-TZVPD) of 2 unconnected molecules or ions with the total composition C4H10Cl in a non-equilibrium geometry.

Geometry as XYZ:
```
15
C4H10Cl | OMol25 | ωB97M-V/def2-TZVPD
Cl -0.33981 -0.02488 -0.11342
H -1.59840 0.00434 -0.09593
C -3.57700 0.09056 -0.04777
C -3.76026 -1.39028 -0.04038
C -3.68629 0.84995 -1.32797
C -3.62029 0.83169 1.25080
H -3.29605 -1.85964 0.83980
H -4.85336 -1.61755 -0.01749
H -3.34708 -1.85281 -0.97276
H -3.17670 1.82458 -1.27444
H -3.28426 0.26277 -2.18257
H -4.77217 1.04114 -1.53612
H -3.11354 1.81779 1.17351
H -4.69139 1.02385 1.51275
H -3.17049 0.24809 2.06956
```

Properties
Energy relative to the best compared isomer or geometry (same formula, charge and spin)   0.000 eV
HOMO energy (alpha / beta)   -7.49 / -11.34 eV
Spin multiplicity   2
DFT total energy   -16831.33525 eV
Orbital gap (alpha / beta)   8.38 / 11.55 eV
Charge   0
LUMO energy (alpha / beta)   0.884 / 0.211 eV

Atom charges from the natural (NBO) analysis, given in e for atoms 1 to 2: number 1, Cl, carries -0.291; number 2, H, carries 0.258

(5)
The following is a DFT calculation (ωB97M-V/def2-TZVPD) of 2 unconnected molecules or ions with the total composition C4H11NO2 in a non-equilibrium geometry.

Geometry as XYZ:
```
18
C4H11NO2 | OMol25 | ωB97M-V/def2-TZVPD
C 1.93060 -0.34605 1.60242
C 2.51310 0.87741 0.95426
O 2.32877 2.00498 1.30878
O 3.21302 0.60171 -0.17753
H 2.28328 -0.68425 2.57205
H 1.79873 -1.16234 0.90848
H 0.92039 0.03307 1.82157
H 3.56954 1.47107 -0.45112
C -1.79310 -0.61648 0.17256
C -1.66583 0.30536 -1.02686
N -2.12683 -0.26291 -2.28623
H -1.38748 -1.60897 0.00080
H -2.84508 -0.73757 0.41241
H -1.26855 -0.17696 1.03104
H -2.15976 1.27032 -0.87959
H -0.62262 0.61885 -1.16328
H -1.58478 -1.07263 -2.55802
H -3.10339 -0.51459 -2.24172
```

Properties
Energy relative to the best compared isomer or geometry (same formula, charge and spin)   0.651 eV
HOMO energy   -9.22 eV
Spin multiplicity   1
DFT total energy   -9911.59084 eV
Orbital gap   9.97 eV
Structure (SMILES)   CC(=O)O.CCN
Charge   0
LUMO energy   0.747 eV

Atom charges from the natural (NBO) analysis, given in e for atoms 1 to 2: number 1, C, carries -0.739; number 2, C, carries 0.792

(6)
The following is a DFT calculation (ωB97M-V/def2-TZVPD) of a single C5H9NO molecule in a non-equilibrium geometry.

Geometry as XYZ:
```
16
C5H9NO | OMol25 | ωB97M-V/def2-TZVPD
O 1.48731 -1.69604 -1.73136
C 1.23187 -0.44650 -1.17783
C 0.81213 -0.36729 0.40386
C -0.48594 -0.28020 1.52457
C -1.26457 1.04057 0.75266
N -0.71454 1.11334 -0.67401
C -0.19523 -0.19159 -0.89183
H 2.31799 -1.94467 -1.42106
H 2.12191 0.20186 -1.41240
H 1.27022 0.56875 0.73646
H 0.02453 0.04634 2.46552
H -1.16913 -1.19796 1.55518
H -2.47810 1.09360 0.91322
H -0.90831 1.89238 1.32352
H -1.35273 1.44135 -1.43651
H -0.69740 -1.27393 -0.93002
```

Properties
Energy relative to the best compared isomer or geometry (same formula, charge and spin)   6.473 eV
HOMO energy   -7.91 eV
Spin multiplicity   1
DFT total energy   -8862.73938 eV
Orbital gap   8.87 eV
Structure (SMILES)   O[C@@H]1[C@@H]2CCN[C@@H]12
Charge   0
LUMO energy   0.961 eV

Atom charges from the natural (NBO) analysis, given in e for atoms 1 to 2: number 1, O, carries -0.701; number 2, C, carries 0.157